No. 1
Formula: C16H80F3N3O26P
Source: the OMol25 dataset
Level of theory: ωB97M-V/def2-TZVPD

Properties
total energy: -93018.96958 eV
molecular weight: 818.8 g mol⁻¹
charge: +1
HOMO: -11.23 eV
HOMO-LUMO gap: 6.9 eV

Element x y z (Å)
C -4.01361 -4.05468 -4.93475
C -5.01897 -3.86512 -3.65152
C -4.61281 -2.40146 -2.95230
C -3.38609 -2.72998 -1.90630
N -2.00430 -2.29539 -2.43868
C -1.23183 -1.98248 -1.14066
C -0.58725 -3.26582 -0.35145
C -0.67966 -4.81316 -0.88457
N -0.67956 -5.84776 0.22037
C 0.24140 -2.98443 1.04080
C 0.31905 -1.39360 1.54749
C -0.38603 -0.19091 0.63512
C -0.27892 1.35011 1.18185
C 0.68556 1.56273 2.48983
C 0.92660 3.17337 2.67891
F 1.98501 3.58337 1.72417
F 1.21119 3.53000 4.09684
F -0.33446 3.90062 2.29882
N -1.11492 -0.51542 -0.67555
P -1.86430 0.69359 -1.75969
C -0.42809 1.75203 -2.54214
C -2.95316 1.95292 -0.82626
C -3.61199 2.94646 -1.99963
H -3.30557 -3.10037 -4.98325
H -4.68425 -4.14027 -5.90092
H -3.32593 -4.98553 -4.74721
H -4.88263 -4.74673 -2.88548
H -6.15865 -3.81270 -3.92366
H -4.35530 -1.57622 -3.74522
H -5.55552 -2.12562 -2.27923
H -3.56310 -2.07314 -0.92586
H -3.40117 -3.84815 -1.54324
H -1.53748 -3.10031 -2.92822
H 0.31690 -5.00406 -1.51444
H -1.57923 -5.04424 -1.59617
H -1.26886 -6.64784 -0.11007
H 0.32370 -6.17326 0.28385
H 0.71701 -3.87872 1.62723
H 0.88230 -1.21826 2.55855
H 0.11250 2.05844 0.30924
H -1.37922 1.65585 1.52932
H 1.66999 0.91588 2.46053
H 0.08134 1.17252 3.44255
H 0.56175 1.13919 -2.42439
H -0.31681 2.80590 -2.04685
H -0.64227 1.84611 -3.70892
H -3.88273 1.47164 -0.25636
H -2.34309 2.70017 -0.12294
H -3.03760 2.78557 -3.03142
H -4.77361 2.83967 -2.08996
H -3.38599 4.07945 -1.70655
O -1.84408 3.24256 4.82319
H -1.92068 3.96510 5.46425
H -1.04729 3.46209 4.31731
O -0.33901 3.05750 -5.45147
H -0.04875 2.84175 -6.35040
H 0.42482 3.50792 -5.06073
O 4.14926 5.79861 1.69314
H 4.53810 5.54690 2.54421
H 3.36563 5.23361 1.61767
O 3.26501 7.74891 3.68555
H 3.55527 7.53316 2.78662
H 4.02884 8.19933 4.07629
O 4.86316 5.08080 4.58247
H 5.25200 4.82910 5.43354
H 4.07953 4.51580 4.50700
O 5.79087 2.12996 4.57266
H 4.91775 1.74724 4.39927
H 5.67797 3.07110 4.37142
O -5.25905 -5.91661 -7.42894
H -5.60324 -6.81352 -7.55527
H -5.41400 -5.48420 -8.28218
O -5.18021 -8.59085 -6.50032
H -4.34461 -8.29848 -6.10640
H -5.36805 -9.43037 -6.05432
O 6.60797 3.70516 6.57522
H 7.11211 2.89630 6.40069
H 7.20228 4.23714 7.12548
O -5.44644 -0.16352 0.13728
H -5.82192 0.55450 -0.39407
H -5.96463 -0.14447 0.95588
O -0.40572 6.70346 1.65157
H 0.42988 6.99583 2.04549
H -0.59356 5.86394 2.09757
O 2.63479 -6.12262 -0.47380
H 2.92505 -6.33837 -1.37273
H 3.39862 -5.67219 -0.08306
O 5.06512 2.41462 9.08897
H 5.31583 2.99974 8.35846
H 4.60432 2.99918 9.70941
O -5.84260 -7.14894 -2.74702
H -6.21807 -6.43092 -3.27838
H -6.36078 -7.12988 -1.92842
O -3.29478 6.99522 1.13525
H -2.44281 6.92692 1.59171
H -3.93988 7.07257 1.85417
O 3.80154 -4.09866 1.75491
H 4.65351 -4.16695 2.21138
H 3.15644 -4.02130 2.47384
O -3.98291 8.29185 -1.58464
H -3.26785 8.93197 -1.45114
H -3.93393 7.72010 -0.80381
O 1.55306 -8.33748 1.17476
H 1.80377 -7.75236 0.44424
H 1.09225 -7.75292 1.79519
O 1.89764 -5.50705 -3.53578
H 1.02452 -5.88977 -3.70917
H 1.78475 -4.56591 -3.73702
O 8.75852 3.41865 4.45618
H 7.88540 3.03594 4.28278
H 8.64562 4.35980 4.25494
O -3.47315 -8.83095 -3.41386
H -4.17080 -9.47721 -3.22810
H -3.94852 -7.99055 -3.49597
O 0.74731 5.54404 -5.39651
H -0.12581 5.16132 -5.56990
H 0.63441 6.48518 -5.59775
O 2.18657 -6.17070 -6.45262
H 2.50212 -6.30040 -5.54571
H 2.92499 -6.47259 -7.00271
O 1.09071 7.50666 5.62208
H 1.78468 7.86411 5.04804
H 1.49820 6.72379 6.02216
O 6.00948 -6.05538 1.70357
H 5.66529 -6.95229 1.57725
H 5.85453 -5.62297 0.85034
O 5.07311 10.01308 5.33905
H 5.78539 9.65046 5.88681
H 5.11581 10.96745 5.50140

No. 2
Formula: C15H13ClFI2N2O9Sn
Source: the OMol25 dataset
Level of theory: ωB97M-V/def2-TZVPD

Properties
total energy: -74429.82273 eV
molecular weight: 792.2 g mol⁻¹
charge: +1
HOMO (spin up / spin down): -11.72 / -11.72 eV
HOMO-LUMO gap (spin up / spin down): 7.3 / 4.4 eV

Element x y z (Å)
Sn 3.05776 -2.04316 0.01471
C -4.46008 -0.29575 -0.08851
C -3.40922 0.07048 0.95424
C -3.57715 1.44763 1.57107
C -3.34969 2.53717 0.53350
C -2.03434 2.33474 -0.15186
C -1.35915 3.38569 -0.72805
C -0.12633 3.17466 -1.33206
F 0.49819 4.20286 -1.86386
C 0.49408 1.92283 -1.38107
C -0.16477 0.85939 -0.82172
C 0.48597 -0.45022 -0.75155
O 1.67361 -0.55836 -1.09149
C -0.30325 -1.56232 -0.25844
C -1.52567 -1.29100 0.25370
N -2.05465 -0.03453 0.32798
C -1.43652 1.03862 -0.20892
C 0.13019 -3.02185 -0.30554
O -0.74961 -3.84382 -0.37695
O 1.40143 -3.26083 -0.27294
H -5.44595 -0.25885 0.37315
H -4.30267 -1.30472 -0.46882
H -4.44552 0.39194 -0.93426
H -3.40454 -0.67849 1.74552
H -2.86711 1.56348 2.39258
H -4.57870 1.51475 1.99330
H -3.36998 3.52517 0.99178
H -4.14360 2.53011 -0.21954
H -1.76759 4.38739 -0.70378
H 1.47423 1.80174 -1.82245
H -2.13608 -2.09638 0.63986
O 0.72116 0.65648 1.80424
Cl 1.95021 0.00324 2.15123
O 2.22471 0.08478 3.52798
O 1.76992 -1.44908 1.76892
O 3.03825 0.47364 1.32858
I 4.72978 -0.13227 -2.90162
C 6.60213 0.25735 -1.98385
I 6.58772 0.14124 0.12678
H 6.88594 1.26399 -2.26019
H 7.30377 -0.47221 -2.36541
O 2.52425 -6.09009 0.83687
N 3.41902 -5.85612 0.10973
O 4.03985 -4.86933 -0.15286

No. 3
Formula: C7H8N2S
Source: the OMol25 dataset
Level of theory: ωB97M-V/def2-TZVPD

Properties
structure (SMILES): CCc1[nH]nc2ccsc12
total energy: -21202.71822 eV
molecular weight: 152.2 g mol⁻¹
charge: 0
HOMO: -7.97 eV
HOMO-LUMO gap: 8.7 eV

Element x y z (Å)
C -0.52088 1.18171 2.54322
C -0.23679 1.56512 1.11266
C 0.28396 0.37706 0.33958
N 1.24672 -0.45537 0.72750
N 1.60691 -1.49598 -0.23341
C 0.71562 -1.21491 -1.18351
C 0.39635 -1.74385 -2.45569
C -0.69778 -1.11059 -2.97092
S -1.32569 0.21219 -1.99952
C -0.04115 -0.01569 -0.93890
H -1.10769 0.25876 2.50691
H -1.28280 1.81993 3.04943
H 0.30468 0.96091 3.21329
H 0.38216 2.47148 1.04526
H -1.11210 1.81495 0.57945
H 1.67353 -0.64856 1.59867
H 0.94625 -2.49546 -3.11510
H -1.23131 -1.48171 -3.81892

No. 4
Formula: C6H4F2NOS
Source: the OMol25 dataset
Level of theory: ωB97M-V/def2-TZVPD

Properties
total energy: -26078.07504 eV
molecular weight: 176.2 g mol⁻¹
charge: +1
HOMO (spin up / spin down): -14.00 / -14.00 eV
HOMO-LUMO gap (spin up / spin down): 5.9 / 5.9 eV

Element x y z (Å)
C -2.18137 1.35161 0.62854
C -0.91815 2.87823 -0.34974
C 0.18397 1.95295 -0.26205
C -2.21859 2.63578 0.10008
C -0.04444 0.67260 0.27269
C 1.09205 -1.77607 1.64952
N -1.31856 0.48584 0.77141
O 1.01674 -1.56637 -1.02429
F -3.23128 3.39792 -0.05244
F 2.69291 0.79315 0.46090
S 1.04232 -0.90449 0.24944
H -0.78360 3.84492 -0.83529
H 1.19428 2.21204 -0.64185
H 1.54000 -2.71705 1.35290
H 1.67703 -1.40473 2.53703

No. 5
Formula: C2H3N3O2
Source: the OMol25 dataset
Level of theory: ωB97M-V/def2-TZVPD

Properties
structure (SMILES): ONc1cnon1
total energy: -10682.77678 eV
molecular weight: 101.1 g mol⁻¹
charge: 0
HOMO: -9.83 eV
HOMO-LUMO gap: 10.4 eV

Element x y z (Å)
O -2.14003 0.20336 0.48064
N -1.23067 -0.55180 -0.24604
C 0.19275 -0.34593 0.02713
C 0.94045 0.92540 -0.11853
N 2.14096 0.70355 0.13288
O 2.26868 -0.59766 0.30567
N 1.10397 -1.32260 0.02801
H -2.56703 0.59237 -0.26258
H -1.34752 -1.62610 -0.08348
H 0.63843 2.01941 -0.26370

No. 6
Formula: C101H120BrF15N18O15S5
Source: the OMol25 dataset
Level of theory: ωB97M-V/def2-TZVPD

Properties
total energy: -329088.69658 eV
molecular weight: 2351.4 g mol⁻¹
charge: +10
HOMO: -20.02 eV
HOMO-LUMO gap: 5.3 eV

Element x y z (Å)
C 11.12700 4.95602 2.29809
N 9.71609 4.84797 1.79911
C 9.05354 6.00882 1.35852
C 7.71680 5.91021 0.99006
C 6.98049 4.69342 1.08246
C 7.76646 3.55934 1.31078
C 9.11158 3.67478 1.71411
C 5.55014 4.67122 0.79616
C 4.80153 5.76217 0.29127
C 3.45703 5.59725 -0.00572
N 2.89894 4.38695 -0.05892
C 3.56409 3.39410 0.53937
C 4.83171 3.50346 0.99562
C 1.43672 4.27027 -0.47595
H 11.19863 6.01534 2.47802
H 11.81973 4.62099 1.49432
H 11.21011 4.45948 3.25597
H 9.67038 6.91583 1.37778
H 7.11903 6.77618 0.76976
H 7.39572 2.51691 1.34885
H 9.64624 2.73914 1.99508
H 5.27102 6.73850 0.13990
H 2.84150 6.43094 -0.30796
H 2.96369 2.49112 0.62058
H 5.28785 2.66134 1.49329
H 1.29636 4.87021 -1.40142
H 1.03856 4.70364 0.42539
H 1.16608 3.24887 -0.63451
C -2.22010 -1.16926 -6.64224
N -3.54095 -0.74977 -7.18432
C -4.23034 -1.62563 -7.91013
C -5.40095 -1.25337 -8.56804
C -5.79224 0.08540 -8.51465
C -5.05875 1.02282 -7.76553
C -3.94798 0.52105 -7.13526
C -6.84829 0.59676 -9.46986
C -6.52666 1.46334 -10.49810
C -7.50648 1.95473 -11.29801
N -8.82885 1.66494 -11.07364
C -9.11295 0.79124 -10.08704
C -8.15456 0.17632 -9.30691
C -9.98634 2.25318 -11.86308
H -2.38349 -1.43675 -5.57719
H -1.60455 -0.30099 -6.53602
H -1.84874 -1.95229 -7.28082
H -3.87184 -2.62726 -7.91374
H -5.84763 -1.99154 -9.29233
H -5.36295 2.04419 -7.89000
H -3.40777 1.19762 -6.47196
H -5.50376 1.76777 -10.72922
H -7.29876 2.67628 -12.06424
H -10.15502 0.55877 -10.01855
H -8.42216 -0.52089 -8.57654
H -10.74680 2.61362 -11.16184
H -10.45502 1.53019 -12.53379
H -9.59255 3.04167 -12.48273
C -7.31951 -3.84586 6.01064
N -5.82918 -3.71665 5.88009
C -5.26315 -2.76512 5.14759
C -3.87092 -2.71330 4.99108
C -3.04050 -3.60450 5.70016
C -3.68780 -4.57273 6.44026
C -5.03663 -4.64097 6.48155
C -1.54673 -3.66401 5.50656
C -1.05206 -3.81454 4.20525
C 0.32833 -4.02993 4.08788
N 1.15986 -4.16198 5.09101
C 0.67366 -3.96877 6.37075
C -0.68445 -3.74678 6.56589
C 2.60091 -4.35593 4.85767
H -7.68486 -4.74788 5.54052
H -7.74383 -3.00515 5.45462
H -7.61863 -3.81981 7.04308
H -5.90891 -1.97807 4.71686
H -3.53907 -1.88410 4.40710
H -3.09969 -5.35541 6.89534
H -5.59719 -5.41753 7.05499
H -1.67353 -3.81310 3.36116
H 0.90815 -4.12546 3.20278
H 1.37636 -3.90160 7.19829
H -1.07291 -3.69085 7.58814
H 3.12272 -3.58129 5.38616
H 2.81776 -4.21599 3.80059
H 2.83016 -5.28191 5.37756
C -4.93749 4.24613 4.41445
N -6.29823 4.81683 4.82757
C -7.30783 4.78856 3.96395
C -8.52847 5.31449 4.25312
C -8.77657 5.67552 5.57376
C -7.77382 5.62586 6.49519
C -6.47558 5.35127 6.05692
C -10.19736 6.04711 5.88084
C -10.94382 5.22593 6.73115
C -12.26081 5.53868 6.93785
N -12.86650 6.62680 6.34637
C -12.09184 7.47929 5.65549
C -10.73988 7.21790 5.37996
C -14.28710 7.12901 6.63452
H -5.05650 3.35259 3.77374
H -4.29109 4.08176 5.28547
H -4.43523 4.92992 3.71812
H -7.07412 4.34742 2.94591
H -9.30192 5.46135 3.52111
H -7.90057 5.90701 7.53780
H -5.60631 5.25733 6.71086
H -10.48419 4.35587 7.15257
H -12.93280 5.00909 7.64269
H -12.61848 8.29403 5.16652
H -10.21802 7.82365 4.64871
H -14.26842 8.21528 6.46970
H -14.55186 6.97717 7.66844
H -14.98612 6.58280 6.05803
C -8.52621 -6.49823 -3.24586
N -8.06126 -5.10401 -3.04859
C -6.78222 -4.81831 -3.42718
C -6.18523 -3.59640 -3.15847
C -6.94343 -2.62313 -2.43917
C -8.26004 -2.92720 -2.12810
C -8.74632 -4.18862 -2.36892
C -6.25138 -1.38362 -1.97814
C -4.94060 -0.99392 -2.35358
C -4.48925 0.29162 -2.08391
N -5.23176 1.12074 -1.34202
C -6.38412 0.74368 -0.79839
C -6.91047 -0.50091 -1.11508
C -4.79421 2.50945 -1.30862
H -9.59141 -6.46117 -3.44287
H -8.34357 -7.10902 -2.38194
H -8.00202 -6.89638 -4.10260
H -6.31349 -5.60892 -4.05454
H -5.16988 -3.59712 -3.51060
H -8.92701 -2.18732 -1.72489
H -9.75682 -4.44103 -2.03643
H -4.39514 -1.66229 -3.02353
H -3.51474 0.70212 -2.40809
H -6.85902 1.53926 -0.27530
H -7.86971 -0.78852 -0.76121
H -5.25806 3.00584 -0.45746
H -5.08868 2.96965 -2.27167
H -3.74603 2.55842 -1.09546
C 2.52281 0.49610 4.97697
N 3.55646 1.40219 5.60307
C 3.27711 2.06736 6.74907
C 4.27723 2.51562 7.61682
C 5.59169 2.22575 7.25798
C 5.86323 1.65807 6.01466
C 4.84440 1.27166 5.18602
C 6.73572 2.52981 8.19546
C 6.73932 3.71053 8.97566
C 7.78118 3.90549 9.84238
N 8.80825 2.97332 9.94410
C 8.84588 1.85391 9.23283
C 7.77593 1.62178 8.31583
C 10.08708 3.29762 10.65627
H 2.78018 -0.46763 5.33029
H 2.54340 0.48681 3.87604
H 1.51937 0.83336 5.34314
H 2.25330 2.23826 7.00459
H 3.96972 2.99422 8.51917
H 6.85621 1.55987 5.62991
H 5.09869 0.91775 4.19175
H 5.96418 4.46531 8.90440
H 7.86457 4.76329 10.53782
H 9.71453 1.20797 9.38775
H 7.76356 0.84268 7.64109
H 10.79144 3.61499 9.87732
H 10.45740 2.47816 11.18672
H 9.94786 4.10911 11.35889
C 9.00752 6.97968 -6.85812
N 8.32138 5.94185 -6.05602
C 7.43363 6.29875 -5.14546
C 6.75180 5.32581 -4.45135
C 6.91718 3.98596 -4.72613
C 7.92552 3.58354 -5.62920
C 8.60197 4.61402 -6.27137
C 5.98541 2.96262 -4.09302
C 6.53331 1.84552 -3.44878
C 5.76103 1.05098 -2.65569
N 4.42310 1.28646 -2.61713
C 3.85576 2.27760 -3.39531
C 4.57886 3.20186 -4.13036
C 3.59359 0.33161 -1.83069
H 9.36219 6.59608 -7.79873
H 9.86789 7.38354 -6.35222
H 8.32312 7.77386 -7.01859
H 7.29373 7.40652 -5.06074
H 5.93406 5.61196 -3.79144
H 8.07167 2.55793 -5.93324
H 9.36815 4.39155 -6.99191
H 7.60090 1.71038 -3.42074
H 6.21099 0.30947 -1.99654
H 2.76314 2.33807 -3.49551
H 4.10226 3.96668 -4.70056
H 3.50167 -0.54159 -2.46472
H 2.59137 0.71881 -1.65429
H 3.97898 0.15657 -0.83659
C 7.87692 -5.26218 -0.05713
C 7.37423 -6.08927 -1.22557
N 5.98095 -6.59807 -0.83780
C 5.63314 -7.89471 -0.63957
C 4.38410 -7.95949 -0.22141
N 3.91174 -6.66031 -0.23104
C 4.89956 -5.81967 -0.58554
C 2.55386 -6.32841 -0.25388
H 7.95736 -5.85134 0.83564
H 7.14809 -4.46241 0.12397
H 8.83054 -4.85471 -0.34265
H 7.97302 -6.92673 -1.62324
H 7.19819 -5.43548 -2.05892
H 6.32743 -8.67120 -0.89944
H 3.76805 -8.79506 -0.03859
H 4.87650 -4.72702 -0.52137
H 2.03251 -7.09298 0.32185
H 2.17013 -6.31207 -1.29671
H 2.40340 -5.35009 0.19749
C -1.17708 -10.79535 -6.44346
C 0.09070 -10.15692 -5.88841
N 0.92900 -9.54112 -6.89210
C 1.70393 -10.16700 -7.85278
C 2.22822 -9.21463 -8.64153
N 1.76080 -7.99034 -8.23178
C 0.95707 -8.24243 -7.19093
C 1.93156 -6.77177 -9.04418
H -0.97323 -11.70390 -7.03315
H -1.72120 -10.04614 -7.02380
H -1.82932 -11.05588 -5.58383
H 0.76226 -10.91836 -5.44565
H -0.04639 -9.35078 -5.13245
H 1.72110 -11.24487 -7.99741
H 2.93057 -9.42797 -9.45584
H 0.45548 -7.48226 -6.63441
H 1.65337 -7.03603 -10.05101
H 2.96671 -6.50352 -9.01865
H 1.43891 -5.90396 -8.63187
Br -1.32121 0.69997 -3.59843
C -2.55433 0.37518 1.56483
F -2.06701 -0.74141 2.11659
F -1.72304 1.39328 1.85560
F -2.68103 0.25630 0.27174
S -4.17324 0.62343 2.39017
O -4.83589 1.69761 1.56681
O -4.80367 -0.69417 2.34537
O -3.80392 1.04042 3.72374
C 1.01767 -2.19540 0.65035
F 0.45609 -3.31092 1.10997
F 1.47450 -2.21882 -0.62643
F 0.14153 -1.20232 0.76675
S 2.42578 -1.92321 1.69160
O 2.91197 -0.67400 1.14795
O 1.89902 -1.81126 3.05584
O 3.25475 -3.08917 1.45513
C 2.23958 5.69842 4.79619
F 2.87655 6.74473 4.24030
F 2.77093 5.49229 5.99232
F 0.89655 5.98012 5.01300
S 2.33312 4.18851 3.69840
O 3.74254 3.78502 3.63162
O 1.49983 3.24222 4.43448
O 1.86225 4.64347 2.38746
C 8.13134 -0.80934 1.37592
F 8.68979 -1.36182 0.20127
F 8.15696 -1.53493 2.46761
F 8.89390 0.28599 1.65732
S 6.48267 -0.10873 1.00873
O 6.81355 0.74606 -0.13533
O 5.72675 -1.32078 0.80089
O 6.18402 0.74275 2.18569
C -2.02049 -3.83526 -2.66743
F -1.24388 -4.92352 -2.43501
F -3.05466 -3.89586 -1.79679
F -1.32259 -2.75745 -2.35154
S -2.76156 -4.04593 -4.33230
O -3.56000 -2.82749 -4.60953
O -1.60798 -4.18519 -5.24894
O -3.59616 -5.23447 -4.10222

- Which formula does entry 6 have?
  C101H120BrF15N18O15S5